Version i
2 unconnected molecules or ions with the total composition C2H5FIN. Source: OMol25; level of theory: ωB97M-V with the def2-TZVPD basis set.

Results
HOMO: -8.7 eV

```
! wB97M-V def2-TZVPD RIJCOSX def2/J DEFGRID3
* xyz 0 1
C 0.5790 0.6381 1.0239
C -0.3927 -0.4158 -1.0039
N -0.3318 0.6353 -0.1266
F -1.4983 -0.4175 -1.8830
I 1.2708 -1.1173 -2.1115
H 1.5631 0.5490 0.6251
H 0.4411 1.3987 1.7973
H 0.3423 -0.2703 1.4888
H -0.7162 -1.8112 -0.0380
H -1.2572 0.8111 0.2278
*
```

Atom charges from the Mulliken analysis, given in e for atoms 1 to 6:
1 C -0.80
2 C -0.12
3 N -0.26
4 F -0.24
5 I 0.08
6 H 0.24



Version ii
2 unconnected molecules or ions with the total composition C2H5FIN. Source: OMol25; level of theory: ωB97M-V with the def2-TZVPD basis set.

Results
HOMO (alpha / beta): -9.1 / -8.8 eV

```
! wB97M-V def2-TZVPD RIJCOSX def2/J DEFGRID3
* xyz 0 1
C -0.4380 1.5702 0.4010
C 0.5580 -1.9682 -0.5904
N -1.3242 0.5482 0.5135
F -0.0690 -2.4039 -1.6862
I 1.9947 -0.5103 -0.9494
H -0.0716 2.0392 1.3239
H 0.5012 1.1571 -0.1104
H -0.8093 2.3037 -0.3222
H 0.9203 -2.7801 0.0253
H -1.2621 0.0442 1.3949
*
```

Atom charges from the Mulliken analysis, given in e for atoms 1 to 6:
1 C -0.09
2 C -0.17
3 N -0.46
4 F -0.18
5 I 0.09
6 H 0.28



Taking the most stable structure as the zero point, the relative energies in eV are version i 0.000; version ii 1.497.



Version i
A gas-phase ion, C3H6N3S (charge +1). Source: OMol25; level of theory: ωB97M-V with the def2-TZVPD basis set.

Results
SMILES string: CN(S)/C=C\[N+]#N
HOMO: -13.9 eV

```
! wB97M-V def2-TZVPD RIJCOSX def2/J DEFGRID3
* xyz 1 1
C -0.4829 -0.6776 -0.8761
N -0.1045 0.5732 -0.1100
S -1.2189 1.8801 -0.4311
C 0.9716 0.5788 0.6710
C 1.5425 1.6286 1.4406
N 1.4482 2.9128 1.5566
N 1.6387 4.0108 1.7047
H -1.3639 -1.0339 -0.3802
H -0.8742 -0.3011 -1.8398
H 0.1353 -1.4563 -0.7276
H -2.1851 1.2945 0.0094
H 1.4161 -0.4244 0.6408
H 2.1826 1.2475 2.3245
*
```

Atom charges from the Mulliken analysis, given in e for atoms 1 to 6:
1 C -0.89
2 N -0.11
3 S -0.02
4 C 0.24
5 C -0.21
6 N 0.56



Version ii
A gas-phase ion, C3H6N3S (charge +1). Source: OMol25; level of theory: ωB97M-V with the def2-TZVPD basis set.

Results
HOMO: -13.2 eV

```
! wB97M-V def2-TZVPD RIJCOSX def2/J DEFGRID3
* xyz 1 1
C 0.9946 -1.0764 1.0892
C -1.2974 0.5059 -0.2874
C -0.3014 -0.4392 -0.8635
N 0.3093 -1.3945 -0.0382
N 0.9678 1.1312 0.4717
N 0.0995 0.9874 -0.5653
S 1.5771 -1.4768 2.5082
H -2.2929 0.8251 -0.7140
H -1.4976 0.5236 0.8166
H -0.1952 -0.8907 -1.8724
H 0.8151 -2.1724 -0.4571
H 0.7432 1.7439 1.2322
H 0.0778 1.7328 -1.3201
*
```

Atom charges from the Mulliken analysis, given in e for atoms 1 to 6:
1 C 0.31
2 C -0.52
3 C 0.14
4 N -0.12
5 N -0.80
6 N 0.27



Taking the most stable structure as the zero point, the relative energies in eV are version i 0.000; version ii 1.777.



Version i
A molecular structure, C17H17Cl2NOSr. Source: OMol25; level of theory: ωB97M-V with the def2-TZVPD basis set.

Results
HOMO: -6.9 eV

```
! wB97M-V def2-TZVPD RIJCOSX def2/J DEFGRID3
* xyz 0 1
C 1.1065 -2.7301 -1.6335
C 1.0259 -2.7849 1.7311
C 2.4641 -2.8227 -1.5604
H 0.7080 -2.9179 -2.6981
C 1.8191 -1.6549 1.6345
H 0.5316 -2.9230 2.6394
H 3.1020 -3.0271 -2.4831
H 1.7813 -0.9288 2.4537
C 3.3565 -2.4575 -0.3526
H 4.2628 -2.0607 -0.7503
H 3.5541 -3.2875 0.2750
C 0.1428 -3.2705 -0.6448
H -0.4550 -4.1274 -1.0242
H -0.5902 -2.5652 -0.2752
C 0.8503 -3.8335 0.6833
H 1.7602 -4.3825 0.4391
H 0.1561 -4.5810 1.1475
C 2.7521 -1.2720 0.5199
H 3.6075 -0.7485 0.9738
H 2.2654 -0.4923 -0.1474
Sr -1.9259 -0.4293 -1.5461
H 0.0515 -0.9587 -1.6531
Cl -1.5039 4.2905 -3.8777
C -1.6824 4.0478 -2.1908
C -1.7457 5.1038 -1.2843
C -1.8481 4.9102 0.0854
Cl -1.9157 6.2539 1.1090
C -1.8996 3.5947 0.6438
C -2.0238 3.2795 2.0030
C -2.0980 1.9608 2.4179
C -2.0263 0.9250 1.4778
N -1.9176 1.2080 0.1688
C -1.8489 2.5086 -0.2670
C -1.8082 2.6960 -1.7145
O -1.9399 1.7061 -2.5316
H -1.7164 6.1202 -1.6932
H -2.0679 4.0911 2.7253
H -2.2158 1.6963 3.4713
H -2.0683 -0.1366 1.7281
*
```

Atom charges from the Mulliken analysis, given in e for atoms 1 to 6:
1 C 0.05
2 C -0.46
3 C -0.50
4 H 0.14
5 C -0.36
6 H 0.48



Version ii
A molecular structure, C17H17Cl2NOSr. Source: OMol25; level of theory: ωB97M-V with the def2-TZVPD basis set.

Results
HOMO: -7.0 eV

```
! wB97M-V def2-TZVPD RIJCOSX def2/J DEFGRID3
* xyz 0 1
C 0.5221 -1.3605 -3.8318
C 0.2119 1.9839 -2.8269
C -0.8076 -1.4644 -3.8955
H 1.1101 -2.2898 -3.9860
C -0.9934 1.7508 -2.2236
H 1.0179 2.4411 -2.2766
H -1.3140 -2.4144 -4.2952
H -1.3431 2.5134 -1.5636
C -1.9264 -0.4573 -3.4665
H -2.6935 -1.0622 -3.0401
H -2.3924 0.1855 -4.2494
C 1.2919 -0.1488 -3.3585
H 2.3675 -0.3025 -3.5979
H 1.2726 -0.0503 -2.2369
C 0.7117 1.1523 -3.9770
H -0.0192 0.8359 -4.7441
H 1.5852 1.6628 -4.4424
C -1.6447 0.4047 -2.1673
H -2.6894 0.6380 -1.8077
H -1.2532 -0.1990 -1.3272
Sr 1.6932 -1.5067 0.4710
H 0.3387 -2.0111 -0.8078
Cl -0.2570 -4.0920 4.3971
C -0.0225 -2.4116 4.4177
C -0.5693 -1.5726 5.3671
C -0.5186 -0.1910 5.2325
Cl -1.0305 0.8028 6.5231
C -0.0125 0.4639 4.0470
C 0.2123 1.7935 3.8646
C 0.8221 2.3311 2.7309
C 1.0173 1.4196 1.6620
N 0.8301 0.1333 1.8143
C 0.4545 -0.3949 3.0527
C 0.7663 -1.7943 3.3552
O 1.8226 -2.3606 2.9001
H -1.0084 -2.0126 6.2652
H -0.0490 2.4925 4.6929
H 1.1405 3.3336 2.6704
H 1.3562 1.7579 0.6584
*
```

Atom charges from the Mulliken analysis, given in e for atoms 1 to 6:
1 C 0.00
2 C -0.40
3 C -0.60
4 H 0.30
5 C -0.36
6 H 0.33



Taking the most stable structure as the zero point, the relative energies in eV are version i 0.000; version ii 1.476.